a) {"formula": "C7H14N2", "method": "ωB97M-V/def2-TZVPD", "homo_energy_ev": -8.5, "homo_lumo_gap_ev": 9.4, "multiplicity": 1, "charge": 0, "smiles": "Cc1c[nH]cn1.CCC", "symbols": ["C", "C", "C", "N", "C", "N", "H", "H", "H", "H", "H", "H", "C", "C", "C", "H", "H", "H", "H", "H", "H", "H", "H"], "xyz": [[-0.09174, -2.10452, -0.54812], [-0.26833, -1.47545, 0.80124], [-1.43485, -1.10374, 1.41680], [-1.15104, -0.95047, 2.73976], [0.13901, -1.27368, 2.90939], [0.68519, -1.60616, 1.77418], [0.74388, -2.78365, -0.57121], [-0.03618, -1.36854, -1.35115], [-0.99448, -2.68739, -0.76381], [-2.31665, -0.68236, 0.96160], [-1.78107, -0.45678, 3.34725], [0.61718, -1.36460, 3.87434], [-0.05700, 2.22712, -1.49622], [0.55070, 1.95023, -2.82893], [1.52176, 3.04348, -3.28624], [-0.39253, 3.27566, -1.39559], [0.59708, 2.24392, -0.61510], [-0.94627, 1.69742, -1.19848], [1.07631, 0.99978, -2.91235], [-0.16717, 1.94590, -3.64923], [1.02905, 4.01974, -3.33116], [2.37321, 3.18918, -2.60914], [1.94951, 2.84227, -4.27179]]}

b) {"formula": "C7H14N2", "method": "ωB97M-V/def2-TZVPD", "homo_energy_ev": -8.6, "homo_lumo_gap_ev": 9.5, "multiplicity": 1, "charge": 0, "smiles": "Cc1c[nH]cn1.CCC", "symbols": ["C", "C", "C", "N", "C", "N", "H", "H", "H", "H", "H", "H", "C", "C", "C", "H", "H", "H", "H", "H", "H", "H", "H"], "xyz": [[0.70785, -2.45395, 0.32010], [0.13388, -1.73172, 1.49881], [-1.13631, -1.27543, 1.64639], [-1.14887, -0.53174, 2.80699], [0.09884, -0.62841, 3.33358], [0.89366, -1.30643, 2.56949], [0.58055, -3.52567, 0.43190], [1.74287, -2.16979, 0.16296], [0.20606, -2.13679, -0.59999], [-2.02185, -1.26112, 1.02348], [-2.00607, -0.28377, 3.27575], [0.40026, -0.09671, 4.22263], [-0.60876, 0.97052, -1.00343], [-0.06061, 1.34353, -2.39433], [1.04943, 2.39459, -2.35570], [-1.06669, 1.80333, -0.47810], [0.19553, 0.59873, -0.37331], [-1.37273, 0.20600, -1.16328], [0.22747, 0.41974, -2.89335], [-0.91831, 1.70684, -2.96968], [0.82180, 3.26165, -2.96610], [1.30147, 2.70148, -1.33995], [1.98053, 1.99511, -2.75485]]}

Which structure is most stable? b), by 27.8 kJ/mol over the runner-up.

a) {"formula": "C6H17N2", "method": "ωB97M-V/def2-TZVPD", "homo_energy_ev": [-19.2, -19.4], "homo_lumo_gap_ev": [12.8, 7.8], "multiplicity": 2, "charge": 2, "symbols": ["C", "C", "C", "C", "C", "C", "N", "N", "H", "H", "H", "H", "H", "H", "H", "H", "H", "H", "H", "H", "H", "H", "H", "H", "H"], "xyz": [[2.29197, 1.95545, 1.46895], [0.93816, 1.35151, 1.01611], [1.04596, -0.15527, 0.63417], [-0.25370, -0.97414, 0.84536], [-1.52823, -0.80903, -0.01478], [-1.32729, -0.88568, -1.53867], [-1.71676, -2.22095, -2.13416], [0.39571, 2.12991, -0.04288], [2.15498, 3.02481, 1.58073], [2.60289, 1.52370, 2.42202], [3.10085, 1.71089, 0.78134], [0.28989, 1.37770, 1.87581], [1.44592, -0.35472, -0.35770], [1.73663, -0.57686, 1.35248], [-0.59843, -0.63313, 1.82505], [0.06476, -2.01043, 0.98200], [-2.27950, -1.51188, 0.33747], [-1.83995, 0.21078, 0.20293], [-1.80945, -0.06329, -2.03497], [-0.28406, -0.74490, -1.81491], [-2.46945, -2.19293, -2.81868], [-1.83630, -2.97727, -1.45348], [-0.91766, -2.58857, -2.63314], [-0.33470, 2.83111, 0.12285], [1.12775, 2.58319, -0.60387]]}

b) {"formula": "C6H17N2", "method": "ωB97M-V/def2-TZVPD", "homo_energy_ev": [-20.1, -20.2], "homo_lumo_gap_ev": [6.7, 6.8], "multiplicity": 2, "charge": 2, "symbols": ["N", "C", "C", "N", "C", "C", "C", "C", "H", "H", "H", "H", "H", "H", "H", "H", "H", "H", "H", "H", "H", "H", "H", "H", "H"], "xyz": [[-1.53034, 1.02099, -0.37928], [-2.46946, -0.12828, -0.34866], [-2.64009, -0.61794, 1.05058], [0.57371, -0.11852, 0.42954], [1.50087, 0.80037, 1.00582], [1.28370, 2.20170, 0.35518], [1.06699, -0.74295, -0.75804], [1.92983, -2.04026, -0.85775], [-1.72253, -0.98598, 1.52949], [-0.47791, 0.61980, -0.02885], [-1.42624, 1.27388, -1.36661], [-2.02617, -0.97630, -0.89695], [-3.44811, 0.18828, -0.64673], [-3.38901, -1.40477, 1.12402], [-3.05548, 0.21981, 1.69006], [2.56487, 0.43104, 0.89585], [1.42672, 0.85054, 2.10457], [2.17036, 2.88203, 0.35991], [1.05774, 2.00339, -0.66601], [0.44848, 2.88362, 0.86167], [1.70680, -0.01938, -1.36965], [0.19774, -0.99949, -1.37759], [1.37240, -2.93442, -0.48965], [2.89483, -2.14093, -0.32377], [1.99028, -2.26625, -1.89714]]}

c) {"formula": "C6H17N2", "method": "ωB97M-V/def2-TZVPD", "homo_energy_ev": [-19.8, -20.3], "homo_lumo_gap_ev": [12.7, 8.3], "multiplicity": 2, "charge": 2, "symbols": ["N", "C", "C", "C", "N", "C", "C", "C", "H", "H", "H", "H", "H", "H", "H", "H", "H", "H", "H", "H", "H", "H", "H", "H", "H"], "xyz": [[1.68584, 0.71810, -1.56139], [0.27045, 1.09920, -1.22583], [-0.03751, 2.54137, -1.61400], [-0.14309, 0.78899, 0.24127], [0.58525, -0.34076, 0.87020], [-0.99148, -1.31224, 2.41432], [-0.05768, -1.57917, 1.20990], [-0.75974, -2.21362, 0.01795], [2.39740, 1.34450, -1.16386], [1.92584, -0.22721, -1.25684], [1.86047, 0.85686, -2.56234], [-0.34675, 0.48628, -1.87271], [0.79456, 3.00937, -2.14727], [-0.90229, 2.56873, -2.27201], [-0.24932, 3.18993, -0.76405], [-1.19412, 0.51159, 0.27097], [0.05403, 1.66253, 0.85749], [1.06500, 0.03518, 1.69334], [-1.33753, -2.27749, 2.77926], [-1.83068, -0.68737, 2.08769], [-0.54545, -0.81651, 3.28576], [0.71627, -2.27142, 1.55535], [-1.14580, -3.20290, 0.24095], [-1.66122, -1.63120, -0.20142], [-0.15245, -2.25274, -0.88274]]}

Which structure is most stable? a), by 20.7 kJ/mol over the runner-up.